1.
Molecular formula: C3H3ClO
Method: DFT, ωB97M-V/def2-TZVPD

Structure (ORCA input):
```
! RIJCOSX wB97M-V def2-TZVPD def2/J DEFGRID3
* xyz 0 1
C -3.4776 1.5672 0.8375
C -0.5829 0.1587 0.7885
C -0.5317 -0.6987 -0.2711
O -4.4371 1.1305 0.3874
Cl -1.7336 -1.8262 -0.6390
H 0.2031 0.9306 0.7839
H -1.5923 0.3041 1.2564
H 0.2707 -0.9564 -0.8568
*
```

## Properties
**HOMO-LUMO gap**: 10.631 eV
**LUMO level**: 0.992 eV
**Relative energy (zero: lowest compared OMol25 entry of this formula, charge and spin)**: 0.501 eV



2.
Molecular formula: C14H40O10
Method: DFT, ωB97M-V/def2-TZVPD

Structure (ORCA input):
```
! RIJCOSX wB97M-V def2-TZVPD def2/J DEFGRID3
* xyz 0 1
C -5.2613 1.2285 21.1758
C -5.9064 0.9792 22.5452
C -4.9787 0.9265 23.7569
O -6.8994 1.9631 22.7836
H -5.8342 0.7763 20.3363
H -4.4393 0.4595 21.2942
H -4.8229 2.3111 20.8911
H -6.4403 0.0048 22.6832
H -4.3911 0.0169 23.5752
H -5.4933 0.7802 24.6926
H -4.1930 1.8092 23.9063
H -7.6200 1.7539 22.2461
C -9.5874 -1.9763 19.6987
C -10.9131 -1.3478 19.7866
C -11.6416 -1.5608 21.0933
O -10.8533 0.0181 19.7066
H -9.1364 -1.7709 18.6108
H -9.6654 -2.9276 19.8939
H -9.0219 -1.6116 20.6571
H -11.7957 -1.6120 18.9955
H -12.5481 -1.0466 21.0140
H -10.9460 -1.0759 22.0731
H -11.7599 -2.7069 21.3775
H -10.8165 0.1383 18.7687
O -9.9388 4.4586 18.9566
C -9.5912 3.7169 20.1094
C -8.7188 2.4454 19.6828
O -8.7800 1.6156 20.7831
H -10.0809 5.3458 19.3288
H -9.3959 4.4749 20.7917
H -10.7342 3.3720 20.5795
H -7.5869 2.7875 19.5745
H -9.0914 1.8444 18.9236
H -9.4075 1.0200 20.7865
O -10.5744 2.8910 16.3534
C -10.8480 3.4435 15.0477
C -12.0989 4.3420 15.4032
O -12.4204 4.9450 14.1744
H -10.3632 3.5793 17.0972
H -9.8730 4.0268 14.6222
H -11.1033 2.7708 14.2347
H -11.8212 5.1433 16.0572
H -13.0753 3.9103 15.5903
H -11.8812 5.7400 13.9043
O -10.7622 6.5943 20.6116
C -10.2338 7.7111 19.9061
C -8.7167 7.6257 20.1639
O -8.1903 8.6928 19.3565
H -10.6854 6.5653 21.5895
H -10.5572 7.6895 18.8652
H -10.7919 8.5027 20.3553
H -8.1708 6.7318 20.1421
H -8.2433 8.2321 21.2005
H -8.2535 9.5405 19.5926
O -6.4153 -0.0693 15.4712
C -7.5706 0.5457 16.2180
C -8.8715 -0.2852 16.0734
O -9.7962 0.1415 17.0848
H -5.5777 0.1424 15.7195
H -7.3217 0.5674 17.2726
H -7.7899 1.4165 15.8148
H -8.6411 -1.3637 16.5065
H -9.1896 -0.3143 15.0046
H -10.1180 0.8271 16.5554
*
```

## Properties
**HOMO-LUMO gap**: 9.848 eV
**SMILES**: CC(C)O.CC(C)O.OCCO.OCCO.OCCO.OCCO
**LUMO level**: 0.440 eV
**Relative energy (zero: lowest compared OMol25 entry of this formula, charge and spin)**: 8.690 eV



3.
Molecular formula: C3H11N2O
Method: DFT, ωB97M-V/def2-TZVPD

Structure (ORCA input):
```
! RIJCOSX wB97M-V def2-TZVPD def2/J DEFGRID3
* xyz 1 1
C 0.2597 0.7638 2.3048
N 0.2394 -0.7677 2.0935
H 0.1161 -1.3567 2.9308
H 1.0548 -1.0258 1.5221
H -0.5893 -0.9581 1.4598
H -0.1147 1.2227 3.2494
H 1.0581 1.4158 1.8579
H -0.3946 0.9695 1.4409
C 1.0719 0.8053 -1.1137
C -0.2798 0.0569 -1.1882
O -1.0669 -0.2965 -0.2880
N -0.4586 -0.5284 -2.3655
H 1.4043 1.1426 -2.1178
H 1.9102 0.1446 -0.8902
H -1.2922 -1.1200 -2.4920
H 0.1392 -0.3334 -3.1683
H 1.0733 1.7502 -0.5824
*
```

## Properties
**HOMO-LUMO gap**: 10.912 eV
**LUMO level**: -3.300 eV
**Relative energy (zero: lowest compared OMol25 entry of this formula, charge and spin)**: 1.482 eV



4.
Molecular formula: C2H3ClO2
Method: DFT, ωB97M-V/def2-TZVPD

Structure (ORCA input):
```
! RIJCOSX wB97M-V def2-TZVPD def2/J DEFGRID3
* xyz 0 1
C -0.4003 1.0899 1.2567
C -0.0112 0.1387 -0.0490
Cl 0.9961 0.7507 -1.2735
O -0.4022 -1.0416 -0.3242
O -0.2061 -1.5886 -1.6171
H 0.2253 1.9221 1.3396
H -0.8635 0.6794 2.1883
H 0.6620 -1.9507 -1.5207
*
```

## Properties
**HOMO-LUMO gap (spin up / spin down)**: 8.493 / 8.491 eV
**SMILES**: C=C(Cl)OO
**LUMO level (spin up / spin down)**: 0.324 / 0.324 eV
**Relative energy (zero: lowest compared OMol25 entry of this formula, charge and spin)**: 6.134 eV



5.
Molecular formula: C30H45NO25S
Method: DFT, ωB97M-V/def2-TZVPD

Structure (ORCA input):
```
! RIJCOSX wB97M-V def2-TZVPD def2/J DEFGRID3
* xyz 0 1
C -4.2288 -1.1107 1.3622
C -4.2888 0.2204 2.1090
O -4.6612 1.0938 1.0953
C -4.8017 0.4446 -0.0463
O -5.2377 1.0023 -1.0379
O -4.4923 -0.8023 0.0335
H -4.9910 -1.7939 1.7368
H -3.3800 -1.7576 1.5840
H -3.4764 0.4421 2.8011
H -5.1687 0.1440 2.7478
C -0.5457 -3.5513 2.2160
C -0.8232 -2.0846 2.1395
O -2.1007 -2.0514 1.6333
C -2.5792 -3.2028 1.2787
O -3.6439 -3.3678 0.6647
O -1.8333 -4.1207 1.8740
H -0.2795 -3.8130 3.2401
H 0.2773 -3.9808 1.6448
H -0.1383 -1.5209 1.5060
H -0.9175 -1.6324 3.1267
C 2.7643 0.9981 0.3569
C 2.4467 2.3700 -0.2601
O 3.2489 2.3460 -1.5211
C 3.8343 1.1501 -1.6369
O 4.5278 0.7727 -2.6084
O 3.4874 0.3273 -0.6392
H 1.8027 0.5995 0.6801
H 3.5105 1.2833 1.0985
H 2.5545 3.2577 0.3630
H 1.3811 2.4120 -0.4856
C -1.5297 -3.8761 -1.5766
C -2.2214 -2.5914 -1.3869
O -3.5816 -2.8938 -1.7529
C -3.5744 -4.1541 -2.2314
O -4.5587 -4.7868 -2.5587
O -2.3257 -4.7085 -2.2842
H -1.4512 -4.3126 -0.5809
H -0.4906 -3.8220 -1.9011
H -1.6927 -1.9721 -2.1115
H -2.1988 -2.1940 -0.3722
C 2.0157 -0.1667 4.1363
C 2.1651 -0.3279 2.6660
O 2.2698 -1.7269 2.4386
C 2.8674 -2.2023 3.6477
O 3.3020 -3.2680 3.8966
O 2.7854 -1.2285 4.5488
H 1.0098 -0.2943 4.5362
H 2.4542 0.6873 4.6524
H 3.0750 0.1811 2.3480
H 1.3007 0.0836 2.1449
C -1.2043 0.4311 2.9470
C -1.1681 -0.1326 4.3603
O -1.1987 0.9864 5.1451
C -0.9334 2.1737 4.3932
O -0.8933 3.3328 4.8053
O -1.1788 1.8601 3.1782
H -2.0613 -0.0747 2.5023
H -0.2857 0.0816 2.4757
H -0.2948 -0.7423 4.5924
H -2.0257 -0.7868 4.5175
C 2.1959 -2.9211 0.3344
C 2.6515 -1.6720 -0.4028
O 1.3618 -1.0584 -0.5381
C 0.3681 -1.9097 -0.4993
O -0.7402 -1.6687 -0.8229
O 0.8794 -3.1038 -0.2050
H 2.2387 -2.7329 1.4072
H 2.7284 -3.8127 0.0035
H 3.1922 -1.8615 -1.3301
H 3.3467 -1.1926 0.2864
C 2.3841 4.5602 -2.4113
C 1.2967 5.0596 -3.3420
O 0.1442 5.1055 -2.6680
C 0.2331 4.1587 -1.7521
O -0.7005 3.7700 -1.0690
O 1.4982 3.6591 -1.7594
H 2.8018 5.2129 -1.6447
H 3.1825 3.9984 -2.8960
H 1.3345 4.5257 -4.2916
H 1.4958 6.0823 -3.6621
C 0.2722 1.7439 -3.9141
C 1.7637 1.8866 -4.0426
C 2.4821 1.8583 -5.3147
C 1.8212 2.2545 -6.5481
N 1.2524 2.5008 -7.4629
H 0.1174 1.8746 -2.8431
H -0.2454 0.8214 -4.1770
H -0.2560 2.5591 -4.4086
H 2.1047 1.1970 -3.2705
H 1.9934 2.8484 -3.5841
H 2.6745 0.7860 -5.3506
H 3.5221 2.1786 -5.3754
C -2.1275 0.3893 0.7578
S -0.4117 0.9600 0.7057
O 0.4842 -0.0918 1.1952
C -0.1397 0.9584 -1.0804
H -2.7913 0.3466 1.6214
H -2.1136 -0.6829 0.5622
H -2.6254 0.9235 -0.0514
H 0.8870 0.7060 -1.3458
H -0.3621 1.9277 -1.5265
H -0.8182 0.2256 -1.5171
*
```

## Properties
**HOMO-LUMO gap**: 9.746 eV
**LUMO level**: -0.329 eV



6.
Molecular formula: C26H42BrIrN6O2PSSi
Method: DFT, ωB97M-V/def2-TZVPD

Structure (ORCA input):
```
! RIJCOSX wB97M-V def2-TZVPD def2/J DEFGRID3
* xyz 2 2
Ir -0.7591 1.4386 -0.3406
N 1.7152 2.5630 3.2000
C 0.8786 2.3714 2.1799
O 1.2798 1.9078 1.0999
C -0.5666 2.6857 2.4268
C -1.3046 2.9963 1.1448
H 2.6992 2.3733 3.0926
H 1.4130 2.9670 4.0700
H -0.6458 3.5177 3.1331
H -1.0077 1.8020 2.8975
H -1.0150 3.9653 0.7451
H -2.3833 2.9449 1.2840
Br -2.3615 0.5295 -1.9621
C 4.2510 0.9896 -2.5801
N 3.5760 2.3552 -2.7308
C 2.9944 2.4188 -4.1481
N 2.1302 1.3253 -4.3889
C 2.8106 0.0511 -4.2064
N 3.3372 -0.0571 -2.8521
C 2.2921 -0.1986 -1.8501
P 1.1521 1.2745 -1.8167
C 2.5153 2.5503 -1.7078
C 0.8789 1.4014 -3.6570
H 4.6411 0.9075 -1.5644
H 5.0798 0.9536 -3.2901
H 4.2785 3.0912 -2.6268
H 3.8333 2.3966 -4.8467
H 2.4565 3.3623 -4.2527
H 3.6337 -0.0260 -4.9199
H 2.1130 -0.7640 -4.3921
H 2.7414 -0.3130 -0.8619
H 1.7104 -1.0985 -2.0581
H 2.9435 2.4817 -0.7058
H 2.0691 3.5400 -1.8235
H 0.3810 2.3460 -3.8817
H 0.2240 0.5880 -3.9753
N -2.6323 3.4164 -3.6597
C -2.0186 4.3522 -2.9494
N -2.4113 5.6176 -3.0582
S -0.6639 4.0187 -1.9665
H -3.4425 3.6544 -4.2133
H -2.4878 2.4352 -3.4612
H -3.1885 5.8801 -3.6445
H -1.9530 6.3334 -2.5199
C 0.5295 -0.9336 3.8680
C -0.7542 -1.7241 3.6978
C -0.5929 -3.1593 4.1442
C -1.9602 -1.0503 4.3196
Si -1.0917 -1.6684 1.6651
O -1.0421 -0.1702 1.1771
C -2.7928 -2.4950 1.5223
C -3.0457 -3.8228 1.8562
C -4.2849 -4.3896 1.5941
C -5.2821 -3.6301 0.9995
C -5.0410 -2.3072 0.6668
C -3.8070 -1.7362 0.9395
C 0.2987 -2.7051 0.9005
C 1.5738 -2.1509 0.7765
C 2.5828 -2.8329 0.1117
C 2.3258 -4.0746 -0.4507
C 1.0583 -4.6281 -0.3524
C 0.0538 -3.9499 0.3236
H 0.7075 -0.7611 4.9360
H 0.4716 0.0370 3.3752
H 1.3869 -1.4801 3.4758
H -0.2144 -3.1686 5.1726
H 0.1288 -3.7093 3.5385
H -1.5467 -3.6810 4.1491
H -1.8130 -0.9795 5.4033
H -2.8691 -1.6245 4.1465
H -2.1098 -0.0402 3.9338
H -2.2835 -4.4389 2.3131
H -4.4687 -5.4218 1.8580
H -6.2521 -4.0668 0.8094
H -5.8100 -1.7095 0.1958
H -3.6204 -0.7007 0.6874
H 1.7694 -1.1775 1.2130
H 3.5756 -2.4044 0.0387
H 3.1138 -4.6084 -0.9633
H 0.8477 -5.5889 -0.8013
H -0.9293 -4.3944 0.3976
*
```

## Properties
**HOMO-LUMO gap (spin up / spin down)**: 4.550 / 4.430 eV
**⟨S²⟩**: 0.757
**LUMO level (spin up / spin down)**: -7.299 / -7.417 eV
**Relative energy (zero: lowest compared OMol25 entry of this formula, charge and spin)**: 1.489 eV



7.
Molecular formula: C5H12O
Method: DFT, ωB97M-V/def2-TZVPD

Structure (ORCA input):
```
! RIJCOSX wB97M-V def2-TZVPD def2/J DEFGRID3
* xyz 0 1
C -1.9039 -0.0022 -1.0172
O -1.1671 0.6582 -0.1350
C 0.0979 0.9008 -0.1688
C 0.0250 -1.9570 1.1179
C 0.8852 0.4310 -1.3298
C 0.6780 1.5916 1.0193
H -0.6952 -1.6408 0.3650
H -1.5032 -0.2046 -2.0016
H -2.9596 0.0334 -0.7941
H -0.1109 -3.0206 1.3363
H 1.0335 -1.7793 0.7329
H -0.1263 -1.3710 2.0296
H 0.6538 -0.6292 -1.5431
H 0.6454 0.9920 -2.2526
H 1.9571 0.5310 -1.1276
H 1.2025 2.5151 0.7366
H -0.1149 1.8511 1.7257
H 1.4069 0.9543 1.5430
*
```

## Properties
**HOMO-LUMO gap (spin up / spin down)**: 7.970 / 7.641 eV
**LUMO level (spin up / spin down)**: 0.951 / 0.967 eV
**Relative energy (zero: lowest compared OMol25 entry of this formula, charge and spin)**: 3.434 eV



8.
Molecular formula: C4H13NOS
Method: DFT, ωB97M-V/def2-TZVPD

Structure (ORCA input):
```
! RIJCOSX wB97M-V def2-TZVPD def2/J DEFGRID3
* xyz 0 1
C -0.7226 1.5659 0.8192
S 0.2307 1.5767 -0.6902
C -0.0738 -0.0667 -1.4643
C 0.2611 -1.2506 -0.5356
C -0.9430 -1.7421 0.2503
N -1.6095 -2.8602 -0.3522
H -0.4682 0.6968 1.4247
H -1.7942 1.6040 0.6880
H -0.3110 2.3423 1.4586
H 0.6587 0.0127 -2.2539
H -1.1156 -0.1206 -1.7688
H 1.0707 -0.9532 0.1388
H 0.6717 -2.0719 -1.1339
H -0.6654 -1.9592 1.2826
H -1.6664 -0.9490 0.4699
H -1.6852 -3.7234 0.1646
H -2.5049 -2.7273 -0.8028
O 2.5991 1.1959 1.9466
H 2.1040 0.6651 2.5807
H 2.1276 0.9901 1.1255
*
```

## Properties
**HOMO-LUMO gap**: 9.501 eV
**SMILES**: CSCCCN.O
**LUMO level**: 0.729 eV
**Relative energy (zero: lowest compared OMol25 entry of this formula, charge and spin)**: 0.844 eV